Molecular formula: C5H8O
Method: DFT, ωB97M-V with the def2-TZVPD basis set

Calculated values
Energy relative to the best compared isomer or geometry (same formula, charge and spin)   125.9 kcal per mole
HOMO level   -7.86 eV
Total charge   0
Gap between HOMO and LUMO   8.570 eV

```
14
Properties=species:S:1:pos:R:3:forces:R:3
O -0.7185 -0.3506 0.4791 0.4 0.1 0.1
C 1.0976 -1.1305 -1.1289 0.1 0.3 0.3
C -1.5386 0.7639 0.1165 -0.1 0.1 -0.1
C -0.2982 -1.3007 -0.7696 -0.2 -0.1 -0.1
C 1.9264 0.5632 0.6559 0.1 0.0 -0.1
C 1.6841 -0.3144 -0.3510 -0.2 0.0 0.1
H -1.5631 1.4421 0.9731 -0.1 -0.1 -0.1
H -1.1271 1.2800 -0.7575 0.0 -0.1 0.1
H 2.4047 0.2288 1.5753 0.0 0.0 -0.1
H -0.5613 -2.2756 -0.3562 0.1 0.1 -0.1
H 0.2661 0.0675 0.7465 -0.3 -0.3 -0.2
H 1.9867 1.6311 0.4495 0.0 -0.1 0.0
H -1.0204 -0.9926 -1.5306 0.1 0.0 0.1
H -2.5386 0.3875 -0.1022 0.1 0.1 0.0
```
Positions in Å, forces in eV/Å.

Results of the Löwdin charge analysis, in e, for atoms 1 through 4:
1 O -0.186
2 C -0.089
3 C -0.056
4 C -0.126

---

Molecular formula: C18H26InO28S6
Method: DFT, ωB97M-V with the def2-TZVPD basis set

Calculated values
Energy relative to the best compared isomer or geometry (same formula, charge and spin)   18.7 kcal per mole
HOMO level   -12.56 eV
Total charge   +1
Gap between HOMO and LUMO   5.174 eV

```
79
Properties=species:S:1:pos:R:3:forces:R:3
In -1.8727 -3.2847 1.9354 0.2 0.6 -0.2
S -3.2418 4.6585 -0.5322 0.3 -0.7 0.0
S 3.3114 0.5875 -0.0222 -0.6 -1.2 -0.5
S 2.0390 0.8118 -4.8178 -0.9 -0.7 -0.2
S 2.6165 1.6603 6.4358 -0.5 0.2 -0.1
S -4.6947 -3.9511 -1.9038 1.4 1.1 0.4
S 1.6628 -2.3877 4.6965 -0.7 -0.9 1.3
O 3.0897 0.1072 -5.7738 0.1 0.0 0.2
O -2.2173 4.7783 -1.4859 0.7 -0.1 -0.8
O 2.6778 1.3676 -3.7013 0.9 0.7 0.4
O -1.1147 -0.6220 2.0557 -0.5 0.0 0.3
O 2.7972 -1.8969 4.0462 1.3 0.6 -0.9
O -0.1600 3.4383 0.0383 0.3 0.7 0.2
O 4.1364 -0.2182 -1.1017 0.4 0.1 -0.1
O -4.6285 4.7073 -1.2769 -0.5 0.4 0.5
O 0.3894 -2.2816 4.0812 -0.7 0.3 -0.5
O -5.4679 -5.1076 -1.8516 -0.7 -1.4 -0.2
O -4.2312 -3.3806 -0.6835 0.0 0.3 0.4
O 1.8607 -3.9182 5.0694 0.6 0.0 0.0
O 1.5428 1.8923 -5.8592 -0.7 0.1 0.1
O 3.9195 1.1227 6.4738 0.7 -0.2 -0.2
O -3.3431 3.0967 -0.0806 0.1 0.0 -0.4
O 2.6057 3.0279 5.6143 0.1 0.2 0.0
O -1.4251 -1.7659 -0.3461 0.0 -0.7 -0.1
O 0.9716 -0.0889 -4.5355 -0.4 -0.4 -0.3
O -3.3904 -4.1202 -2.8132 -0.3 -1.3 -0.6
O -0.1876 2.1849 -2.4502 0.0 0.5 -0.4
O -5.4012 -2.8817 -2.7890 0.0 0.9 0.1
O 4.1765 0.9939 0.9981 0.7 0.3 0.9
O 1.5893 -1.8224 6.1694 -0.7 -0.2 0.1
O 2.4044 -0.6508 0.4506 0.2 -0.1 -0.1
O 2.4372 1.5100 -0.6382 -0.6 0.6 -0.3
O 1.8874 1.8310 7.6306 -0.4 -0.1 0.3
O -3.2052 5.4501 0.6268 -0.6 0.4 0.6
O 1.7193 0.8381 5.3914 0.4 -0.1 0.2
C -0.4694 2.2916 -0.0862 -0.2 -0.2 -0.4
C 2.6502 0.2805 -7.1177 -0.3 -1.2 -1.3
C 1.9240 2.8800 4.3702 0.1 -0.4 -0.7
C -4.5877 -2.3952 -3.8869 -1.6 -1.0 -0.7
C 2.5580 -1.8166 -0.4222 0.1 1.2 0.5
C -4.5113 2.4686 -0.6169 -0.6 -0.6 0.8
C -0.4356 1.6019 -1.4355 0.5 -0.4 0.0
C 2.1234 1.6955 -7.1573 1.9 0.4 0.1
C 1.9708 1.3738 4.0954 -1.1 1.1 -0.4
C -1.0926 -0.5891 -0.2931 0.1 0.4 0.2
C -0.8625 1.4981 1.0579 0.3 -0.6 0.6
C -5.0593 3.4093 -1.6827 0.5 -0.2 -0.1
C -3.2354 -3.0942 -3.7600 0.3 2.5 0.5
C 3.3710 -1.2914 -1.6192 -0.8 -0.8 -0.2
C 1.9450 -4.1197 6.4881 -0.8 -0.5 0.2
C 2.1601 -2.7471 7.1069 0.7 -0.4 -0.4
C -1.0604 0.0712 1.0506 0.6 0.1 -0.4
C -0.6885 0.1709 -1.4414 -1.1 -0.4 0.5
H 4.0188 -2.0740 -2.0030 0.3 0.2 0.1
H -4.6077 -1.3111 -3.9443 0.3 0.0 0.5
H 0.8840 3.2088 4.4392 0.1 0.1 0.4
H -0.7923 -0.3654 -2.3810 0.5 0.2 -0.2
H -2.5406 -2.3772 -3.3054 0.2 -0.1 -0.2
H 2.9846 2.3701 -7.1601 -0.1 0.1 -0.3
H -5.1755 -2.7551 -4.7359 0.5 0.1 -0.3
H 2.7105 -4.8452 6.7525 0.3 0.2 -0.3
H 2.8953 1.0529 3.6308 0.2 -0.3 0.2
H 1.5003 1.9383 -8.0088 -0.6 -0.1 0.4
H 1.9144 -0.4792 -7.4210 -0.4 0.3 0.7
H 1.5398 -2.0815 -0.6814 0.1 -0.5 -0.2
H 1.6601 -2.7158 8.0681 0.0 0.5 0.0
H -2.8698 -3.3173 -4.7583 0.1 -1.0 0.3
H -5.1898 2.2825 0.2210 -0.1 0.4 -0.1
H 1.0924 1.1537 3.4901 0.2 -0.5 -0.1
H -6.1410 3.4325 -1.7355 0.0 -0.1 -0.1
H -0.8163 1.9788 2.0327 -0.2 0.1 -0.1
H 2.4121 3.4513 3.5823 0.2 0.1 0.2
H -4.2995 1.4695 -1.0048 0.4 0.2 -0.2
H 3.4544 0.0219 -7.8070 0.4 0.7 0.3
H 2.7160 -0.9686 -2.4309 0.1 0.3 0.1
H 3.2185 -2.4931 7.1570 0.0 -0.1 0.4
H 0.9884 -4.5614 6.7792 0.0 0.2 0.1
H -4.5994 3.1705 -2.6423 -0.2 0.1 -0.1
H 3.0888 -2.5603 0.1662 -0.1 -0.2 -0.1
```
Positions in Å, forces in eV/Å.

Results of the Löwdin charge analysis, in e, for atoms 1 through 4:
1 In 1.120
2 S 0.583
3 S 0.574
4 S 0.558

---

Molecular formula: C46H78BBr2F2N8O8P
Method: DFT, ωB97M-V with the def2-TZVPD basis set

Calculated values
HOMO level   -8.44 eV
Total charge   0
Gap between HOMO and LUMO   8.485 eV

```
146
Properties=species:S:1:pos:R:3:forces:R:3
Br -0.3971 -5.1763 -3.5085 0.9 -0.4 0.0
Br -2.3297 -2.8791 -3.5340 -0.6 0.7 0.4
P 0.1240 -0.8272 -3.3891 -2.1 0.5 -1.9
F 4.5186 -0.3638 -0.9207 -0.6 0.0 0.2
F 2.4004 0.4642 0.6195 -0.1 0.1 -0.2
O 0.4665 -1.5946 -0.6557 -0.1 -0.6 -0.4
O 9.5260 1.9330 -3.4684 0.5 0.1 -0.3
O 3.9322 -2.4443 -0.0044 -0.1 1.0 -0.2
O 1.1435 -1.9144 -4.0965 0.3 0.1 0.9
O 2.7553 -3.9374 1.7126 -0.2 0.4 0.4
O -3.9800 0.1301 0.1197 -0.1 0.2 -0.6
O 6.8724 -0.7162 0.2840 -0.8 0.2 0.9
O 0.9371 0.5276 -2.9691 0.9 -0.6 0.8
N -3.0910 0.0755 2.2094 0.1 -0.2 0.2
N 6.7473 -4.6722 -4.5265 0.3 -0.2 -0.2
N 8.5426 0.2438 -2.2250 -0.3 -0.1 -0.2
N -7.0026 8.3437 5.2479 -0.2 0.0 -0.1
N -9.1920 2.9518 2.4315 0.2 -0.2 0.0
N 6.8673 -3.1529 0.1185 -0.6 0.4 0.0
N -5.5782 3.8389 -3.7498 0.0 0.2 -0.1
N -2.7781 3.6948 3.4069 0.2 0.0 0.1
C 5.6375 -6.9614 -5.1032 -0.2 0.0 -0.2
C -10.0414 3.7077 2.5746 -0.2 0.1 0.0
C -4.4941 2.9156 1.6025 -0.1 0.4 -0.1
C -0.4775 -1.5096 -1.7346 0.3 0.6 -0.1
C -5.3166 2.7484 -3.5108 0.0 -0.1 0.3
C 3.3096 -6.0233 -4.6628 0.0 0.0 0.0
C 8.6412 1.5794 -2.7410 -0.1 0.0 0.5
C 1.8369 -1.5876 -1.0067 1.0 0.3 0.5
C -3.0191 -0.1108 0.7922 0.1 -0.2 0.3
C 8.1063 -0.6897 -3.2937 0.0 0.3 0.4
C -1.2297 -2.8643 -1.9210 1.3 0.0 -0.2
C -4.5549 8.6768 6.0919 0.1 -0.1 -0.2
C 2.6542 -1.9171 0.2612 -1.5 -0.7 0.8
C 4.2247 -6.7332 -5.6539 -0.2 0.1 0.1
C 2.4586 -3.9555 3.0542 -0.1 0.0 0.5
C -4.7919 0.5636 -4.4989 -0.1 -0.2 -0.3
C -6.0515 0.5333 -5.3573 0.0 0.0 0.0
C -3.9244 6.2598 5.5863 0.1 0.0 0.0
C 4.7758 -2.2808 -2.2736 -0.5 0.4 0.1
C 1.8980 -3.1105 0.9193 0.8 -0.7 -0.4
C 3.1731 -3.5463 5.3312 -0.6 -0.2 -0.4
C -6.0644 4.8281 2.1733 0.0 0.0 0.0
C -0.6750 -5.0643 -0.7212 0.2 -0.2 -0.4
C -3.5920 7.7299 5.3643 0.0 -0.2 0.0
C -3.5255 3.3523 2.6065 -0.1 -0.2 0.0
C -9.5744 6.1735 4.2004 0.0 0.1 -0.1
C -1.7067 -0.6370 0.2494 -0.5 0.6 -0.1
C 4.5468 0.7089 2.0687 -0.4 -0.4 0.5
C 6.0564 -2.2275 -3.0967 -0.5 0.7 -0.2
C 1.9145 -3.9252 5.7841 0.2 0.1 0.4
C -5.9297 8.4897 5.6242 0.1 0.1 0.2
C 6.5757 -0.8016 -3.4062 0.5 -0.5 -0.2
C 3.8014 -0.6261 2.2113 -0.1 0.5 0.3
C -0.2761 -4.1062 -1.8484 -1.3 -0.5 -0.3
C 6.2774 -5.6872 -4.7796 0.0 -0.2 0.0
C 4.8194 -1.7163 -0.8458 1.5 -0.5 -0.9
C -10.4708 6.1021 2.9687 0.1 0.1 0.2
C -5.2890 4.1152 1.0727 -0.1 0.2 0.1
C -4.9765 1.3582 -3.2060 0.1 0.0 -0.2
C -11.0876 4.7125 2.7579 0.1 0.2 -0.1
C 3.4263 -3.5704 3.9691 0.5 0.1 -0.2
C 0.9454 -4.3490 4.8903 0.0 0.1 -0.2
C 1.2169 -4.3667 3.5323 0.2 0.1 -0.5
C 7.5663 2.5098 -2.2615 0.3 -0.4 -0.2
C -1.5253 -0.4712 -1.2597 0.5 -0.4 0.1
C 2.5844 -0.7541 1.2763 1.0 0.4 0.1
B 6.2522 -1.8556 -0.1171 0.4 -0.3 -0.3
H -3.6097 7.9460 4.2945 0.0 0.1 0.0
H -5.9791 3.7687 0.3070 0.0 -0.1 -0.1
H -5.3925 5.2422 2.9284 0.0 0.0 0.0
H -3.2030 5.6232 5.0769 0.0 0.0 0.0
H 6.6010 2.0875 -2.5249 -0.2 0.1 0.0
H 1.1743 -2.7830 -3.6747 0.2 0.0 -0.1
H -3.9069 6.0091 6.6493 0.0 0.0 0.0
H -1.9462 -2.9244 -1.1121 -0.1 -0.2 0.1
H 8.5254 -0.3925 -4.2548 0.1 0.1 -0.1
H 7.6318 2.5256 -1.1774 -0.1 0.2 0.1
H -4.6110 4.8228 0.5924 0.1 -0.1 -0.1
H -1.6387 -1.6800 0.5623 0.1 -0.1 0.1
H 0.4954 -4.6970 2.7984 -0.3 -0.1 0.1
H -0.0729 -4.9296 0.1706 -0.2 0.3 0.2
H 7.7293 3.4803 -2.7103 -0.2 0.2 0.1
H 3.2217 -6.5886 -3.7325 0.0 0.0 0.0
H -0.9199 -0.0956 0.7676 0.2 -0.2 0.1
H -4.5275 8.4959 7.1674 0.0 0.0 0.0
H -5.8868 -0.0632 -6.2547 0.0 0.0 0.0
H 1.0426 -2.7776 1.4917 -0.1 0.1 0.1
H 3.4248 -0.6214 3.2319 -0.1 -0.3 0.2
H -5.7708 0.9270 -2.5956 0.0 0.0 0.0
H 0.9567 1.1179 -3.7274 -0.1 0.1 0.0
H -0.4989 -6.0750 -1.0670 0.1 -0.2 0.2
H -6.3389 1.5352 -5.6792 0.0 0.0 0.0
H 4.0314 -1.6885 -2.8133 -0.2 0.0 0.0
H -1.1467 0.5228 -1.4880 -0.1 0.2 0.1
H 3.8865 1.4890 2.4326 -0.1 0.3 -0.3
H 4.8718 0.9044 1.0588 0.2 0.1 -0.1
H -4.9116 6.0118 5.1931 0.0 0.0 0.1
H -2.5769 7.9273 5.7130 0.0 0.1 0.0
H -6.6400 5.6567 1.7600 0.0 0.0 0.0
H 6.3493 -0.5980 -4.4504 -0.3 0.1 -0.1
H 3.6821 -5.0246 -4.4235 0.0 0.0 0.0
H 6.4827 -3.8735 -0.4783 -0.1 -0.2 0.3
H 1.7096 -3.8821 6.8436 -0.1 -0.1 0.1
H -5.1596 2.1820 2.0583 0.0 -0.1 0.0
H 6.7522 -3.4202 1.0898 0.4 -0.3 0.0
H -4.2730 9.7156 5.9182 0.0 0.0 0.0
H 7.3546 -0.8472 1.1078 0.6 0.0 -0.3
H 4.2828 -6.1479 -6.5731 0.1 0.0 0.0
H 4.4816 -1.4687 2.1467 0.0 -0.2 -0.3
H 3.7922 -7.6998 -5.9169 0.1 0.0 0.0
H 2.1066 -2.3408 -1.7458 -0.1 -0.1 -0.1
H -1.7396 -4.9978 -0.5209 -0.1 0.1 0.2
H -9.1784 7.1792 4.3322 0.0 0.0 0.0
H 3.9393 -3.2162 6.0120 0.1 0.0 0.2
H -6.8891 0.0962 -4.8104 0.0 0.0 0.0
H 8.5598 -1.6469 -3.0568 -0.1 -0.2 0.0
H 5.3778 0.6957 2.7699 0.3 0.0 -0.1
H -8.7210 5.4998 4.1117 0.0 0.0 0.0
H 5.7969 -2.6452 -4.0561 0.0 -0.3 -0.1
H 6.2542 -7.4817 -5.8361 0.1 0.0 0.0
H -10.1279 5.9078 5.1036 0.0 0.0 0.0
H 2.1612 -0.6065 -1.3465 -0.2 0.0 -0.3
H -11.2777 6.8306 3.0651 -0.1 -0.1 -0.1
H -4.5026 -0.4602 -4.2541 0.1 0.1 0.1
H 0.7694 -3.8453 -1.7995 0.1 0.2 0.1
H -6.7598 4.1471 2.6668 0.0 0.0 0.0
H -3.9586 2.4226 0.7955 0.0 0.0 0.0
H 1.6991 -0.8535 1.8954 -0.3 -0.2 -0.1
H 2.3106 -5.9070 -5.0796 0.0 0.0 0.0
H -0.0334 -4.6546 5.2236 -0.1 -0.1 0.2
H -3.9730 0.9954 -5.0774 0.1 0.0 0.1
H 9.4420 -0.0573 -1.8730 0.2 0.2 -0.2
H 1.5509 -3.7564 0.1231 -0.1 0.0 -0.2
H -11.7296 4.7079 1.8766 0.0 -0.1 0.0
H -9.8924 6.3802 2.0858 -0.1 0.0 -0.1
H -4.0623 1.3459 -2.6155 0.0 0.0 0.1
H -2.5967 0.9201 2.4880 -0.1 0.1 0.0
H 6.0693 -0.0401 -2.8231 0.1 0.1 0.3
H -11.6955 4.4292 3.6184 0.0 0.0 0.0
H 4.3622 -3.2867 -2.2124 0.2 -0.2 0.0
H 6.8415 -2.8761 -2.7283 0.1 0.0 0.4
H 4.3962 -3.2843 3.5917 0.1 0.1 -0.1
H 5.6024 -7.5717 -4.1995 0.0 0.0 0.0
H -2.4560 -0.6037 -1.7976 -0.2 -0.1 0.0
H -2.6174 -0.6858 2.6856 0.2 0.0 0.0
```
Positions in Å, forces in eV/Å.

Results of the Löwdin charge analysis, in e, for atoms 1 through 4:
1 Br 0.681
2 Br 0.703
3 P 0.869
4 F 0.062

---

Molecular formula: C3H8N2S3
Method: DFT, ωB97M-V with the def2-TZVPD basis set

Calculated values
Energy relative to the best compared isomer or geometry (same formula, charge and spin)   4.6 kcal per mole
HOMO level   -8.13 eV
Total charge   0
Gap between HOMO and LUMO   8.780 eV

```
16
Properties=species:S:1:pos:R:3:forces:R:3
S 0.3705 1.9775 -0.5284 -0.5 -0.3 -0.3
S -2.8260 -0.8155 0.0783 -0.2 -0.2 0.1
S 1.7772 -0.9509 -0.2076 -0.1 0.0 0.0
N 0.1391 -0.7138 0.1040 -0.3 0.2 -0.2
N -1.8280 0.5280 -0.1045 0.3 1.0 0.7
C 1.7620 -2.7146 0.0979 0.5 -0.2 -0.4
C -0.4218 0.3944 -0.1245 -0.2 0.8 0.3
C 1.4627 2.2813 0.8600 1.2 -0.1 0.5
H 1.0473 -3.2374 -0.5675 0.4 0.3 0.4
H 2.8000 -3.0357 -0.1124 -0.5 0.0 0.0
H 2.2651 1.5054 0.9555 -0.6 0.8 -0.2
H -2.4860 -1.2674 1.3162 0.1 0.2 -0.2
H 1.5515 -2.8916 1.1468 -0.1 -0.2 0.0
H 1.9102 3.2897 0.7022 -0.2 -0.8 -0.2
H -2.1809 1.4376 0.2709 0.6 -1.3 -0.6
H 0.9508 2.3543 1.8151 -0.3 -0.2 0.0
```
Positions in Å, forces in eV/Å.

Results of the Löwdin charge analysis, in e, for atoms 1 through 4:
1 S 0.840
2 S 0.725
3 S 0.807
4 N -0.330

---

Molecular formula: C3H2N2
Method: DFT, ωB97M-V with the def2-TZVPD basis set

Calculated values
Energy relative to the best compared isomer or geometry (same formula, charge and spin)   47.8 kcal per mole
HOMO level   -11.76 eV
Total charge   0
Gap between HOMO and LUMO   11.224 eV

```
7
Properties=species:S:1:pos:R:3:forces:R:3
N -2.4936 -0.6050 0.6141 3.3 1.2 -0.4
N 2.3037 -0.6407 0.4895 -2.0 0.9 -0.2
C -1.4003 -0.2427 0.3688 -1.2 -1.5 -1.1
C 1.2246 -0.2489 0.2816 1.9 -2.1 1.0
C -0.0659 0.1773 -0.2040 1.4 4.2 -2.4
H 0.0148 1.3557 0.0130 -0.6 -2.4 -0.6
H 0.4168 0.2042 -1.5630 -2.8 -0.4 3.8
```
Positions in Å, forces in eV/Å.

Results of the Löwdin charge analysis, in e, for atoms 1 through 4:
1 N 0.146
2 N 0.145
3 C -0.198
4 C -0.316

---

Molecular formula: C6H10O
Method: DFT, ωB97M-V with the def2-TZVPD basis set

Calculated values
Energy relative to the best compared isomer or geometry (same formula, charge and spin)   106.3 kcal per mole
HOMO level   -8.49 eV
Total charge   0
Gap between HOMO and LUMO   9.369 eV

```
17
Properties=species:S:1:pos:R:3:forces:R:3
O 1.1118 1.6897 -0.6524 -0.1 0.0 -0.2
C -0.0910 -0.5394 0.7136 0.0 -0.2 0.0
C 1.0269 1.3275 0.7549 0.2 0.1 0.2
C -0.4429 0.9712 0.4966 -0.2 0.1 0.0
C -0.4119 -1.5253 -0.3993 0.0 0.0 0.0
C 1.3961 -0.1478 0.9449 0.1 -0.1 0.0
C -0.1621 1.4243 -0.9417 0.2 0.0 0.2
H -1.3158 1.3820 1.0052 0.1 -0.1 -0.1
H 1.7699 -0.3873 1.9437 -0.1 0.0 -0.1
H 0.0373 -1.2175 -1.3498 -0.1 0.0 0.1
H -0.0294 -2.5215 -0.1488 0.0 0.1 0.0
H -0.5421 -0.8796 1.6515 0.1 0.1 -0.1
H 1.4254 2.1094 1.4027 -0.1 -0.1 -0.1
H -1.4931 -1.6044 -0.5552 0.2 0.0 0.0
H -1.8799 0.4623 -2.4998 -0.1 -0.1 -0.1
H -2.4158 0.0367 -2.8027 0.0 0.0 0.0
H 2.1083 -0.5118 0.1980 -0.1 0.0 0.1
```
Positions in Å, forces in eV/Å.

Results of the Löwdin charge analysis, in e, for atoms 1 through 4:
1 O -0.029
2 C -0.302
3 C -0.233
4 C -0.203

---

Question: Which of these has the lowest HOMO level?
Answer: C18H26InO28S6